[1]
Formula: C30H70N2O16
Source: OMol25
Level of theory: wB97M-V/def2-TZVPD

Each line ends with the Löwdin charge.
CARTESIAN COORDINATES (ANGSTROEM)
C (-2.2232, -3.0038, -1.4284)  -0.10
C (-2.6429, -1.5983, -1.8576)  -0.22
C (-1.5825, -0.5704, -1.4257)  -0.16
C (-2.0632, 0.6498, -0.6034)  -0.26
C (-1.4831, 1.9563, -1.1894)  -0.05
C (-1.7562, 0.4271, 0.9154)  -0.25
C (-0.2399, 0.6442, 1.0616)  -0.06
C (0.7086, -0.1042, 2.0315)  -0.38
C (0.5499, -1.6282, 1.9753)  -0.06
C (0.8112, 0.3941, 3.4735)  -0.07
O (-2.2099, -0.9213, 1.1808)  0.09
C (-3.5289, -0.8671, 1.3747)  -0.55
O (-4.2963, -1.7896, 1.2730)  0.16
O (-3.9220, 0.3798, 1.7319)  0.09
C (-2.7819, 1.2454, 1.7734)  -0.35
C (-2.5042, 1.4510, 3.2909)  0.02
C (-2.7732, 0.2583, 4.1769)  -0.42
O (-2.3116, -0.8474, 4.0054)  0.13
N (-3.6469, 0.5645, 5.2710)  -0.16
C (-3.3469, -0.3357, 6.4031)  -0.07
C (-5.0350, 0.3527, 4.8191)  -0.05
N (-3.1340, 2.5231, 1.1940)  0.02
C (-4.5589, 2.8618, 1.1311)  -0.23
C (-5.3081, 2.2892, -0.0733)  -0.07
H (-1.1961, -3.1511, -1.7590)  0.05
H (-2.8513, -3.7715, -1.8820)  0.07
H (-2.2648, -3.1221, -0.3444)  0.07
H (-2.6960, -1.6051, -2.9479)  0.10
H (-3.6403, -1.3559, -1.4852)  0.10
H (-1.1175, -0.1861, -2.3339)  0.10
H (-0.7812, -1.0837, -0.8916)  0.09
H (-3.1462, 0.6839, -0.7273)  0.11
H (-1.2561, 2.7083, -0.4419)  0.06
H (-2.2003, 2.3840, -1.8925)  0.08
H (-0.5804, 1.7372, -1.7628)  0.06
H (0.1824, 0.4751, 0.0718)  0.10
H (-0.1071, 1.7159, 1.2507)  0.13
H (1.6997, 0.1055, 1.6100)  0.12
H (1.4459, -2.1095, 2.3708)  0.08
H (-0.2836, -1.9419, 2.6016)  0.07
H (0.3606, -1.9670, 0.9571)  0.07
H (1.8191, 0.1890, 3.8439)  0.08
H (0.6949, 1.4783, 3.5344)  0.07
H (0.1245, -0.1082, 4.1428)  0.06
H (-1.5068, 1.8496, 3.4644)  0.12
H (-3.2071, 2.2225, 3.6123)  0.12
H (-2.2726, -0.4380, 6.5179)  0.09
H (-3.8141, -1.3158, 6.2774)  0.09
H (-3.7901, 0.1213, 7.2896)  0.07
H (-5.3345, 1.1190, 4.1065)  0.08
H (-5.6908, 0.4097, 5.6869)  0.09
H (-5.1590, -0.6318, 4.3569)  0.10
H (-2.6215, 3.2542, 1.6615)  0.12
H (-5.0829, 2.5983, 2.0581)  0.10
H (-4.5990, 3.9508, 1.0714)  0.11
H (-5.9944, 3.0428, -0.4650)  0.07
H (-5.9124, 1.4260, 0.1977)  0.08
H (-4.6212, 2.0368, -0.8754)  0.06
C (2.4136, -1.5986, -3.7495)  -0.24
C (2.0684, -0.1669, -3.3950)  -0.21
O (1.5389, -0.0970, -2.0620)  -0.10
O (1.2752, -2.4459, -3.6668)  -0.06
H (2.7833, -1.6565, -4.7731)  0.11
H (3.2008, -1.9687, -3.0803)  0.12
H (1.2803, 0.1992, -4.0536)  0.13
H (2.9400, 0.4857, -3.4883)  0.11
H (2.2646, -0.2749, -1.4544)  0.09
H (0.7765, -2.1766, -2.8859)  0.07
C (-1.1037, -5.9062, -3.7592)  -0.25
C (-0.5621, -6.5887, -4.9953)  -0.22
O (0.8673, -6.5222, -4.9881)  -0.08
O (-0.6364, -4.5729, -3.6976)  -0.08
H (-2.1938, -5.8843, -3.7743)  0.12
H (-0.7822, -6.4570, -2.8633)  0.12
H (-0.8776, -6.0479, -5.8862)  0.13
H (-0.9084, -7.6241, -5.0661)  0.12
H (1.1920, -7.1069, -4.2958)  0.10
H (0.2857, -4.5921, -3.9842)  0.06
C (-0.9842, 1.5995, 9.6773)  -0.26
C (-2.4894, 1.4710, 9.7489)  -0.25
O (-3.1169, 2.5826, 9.1079)  -0.07
O (-0.5482, 2.8050, 10.2808)  -0.06
H (-0.5024, 0.7751, 10.2035)  0.12
H (-0.6636, 1.5744, 8.6257)  0.12
H (-2.8169, 1.4965, 10.7872)  0.12
H (-2.8238, 0.5322, 9.2977)  0.10
H (-2.9745, 2.5025, 8.1587)  0.08
H (-1.1883, 3.4811, 10.0290)  0.08
C (2.7255, 2.9633, -1.9844)  -0.24
C (2.6588, 4.3573, -1.4042)  -0.23
O (2.2396, 5.2944, -2.3969)  -0.06
O (3.6032, 2.9273, -3.0999)  -0.08
H (3.1007, 2.2562, -1.2445)  0.12
H (1.7265, 2.6391, -2.3002)  0.11
H (3.6533, 4.6781, -1.0949)  0.12
H (1.9923, 4.3845, -0.5361)  0.12
H (1.3110, 5.1332, -2.5910)  0.09
H (3.4541, 3.7429, -3.5967)  0.09
C (4.1658, -3.8955, -5.8626)  -0.26
C (4.4946, -5.2372, -6.4831)  -0.24
O (3.7461, -6.2768, -5.8578)  -0.08
O (4.4271, -3.9005, -4.4690)  -0.07
H (4.7791, -3.1108, -6.3076)  0.12
H (3.1086, -3.6538, -6.0405)  0.11
H (5.5433, -5.4775, -6.3109)  0.12
H (4.3098, -5.2189, -7.5622)  0.12
H (2.8199, -6.1744, -6.1084)  0.06
H (4.1241, -4.7568, -4.1445)  0.08
C (7.2306, 4.2689, -2.2758)  -0.26
C (7.3046, 5.0580, -3.5649)  -0.24
O (5.9914, 5.3843, -4.0280)  -0.07
O (6.4669, 3.0939, -2.4514)  -0.07
H (8.2276, 3.9759, -1.9446)  0.12
H (6.7792, 4.8978, -1.4929)  0.11
H (7.7494, 4.4460, -4.3480)  0.12
H (7.9069, 5.9632, -3.4379)  0.12
H (5.6171, 6.0439, -3.4357)  0.09
H (5.7078, 3.3248, -3.0027)  0.04

Forces on the atoms, in the same order (eV/Å):
-0.13 0.17 0.11
0.23 -0.35 0.14
-0.13 0.26 -0.26
0.01 -0.05 -0.15
0.03 -0.24 -0.15
-0.10 0.36 -0.86
0.08 0.10 0.78
0.06 -0.30 -0.18
-0.10 0.22 0.31
0.29 0.09 -0.14
0.10 0.11 -0.07
-0.91 -1.28 0.06
0.80 0.89 0.20
0.00 0.04 -0.43
0.35 -0.12 0.80
-0.40 0.12 -0.46
0.03 -0.29 0.00
0.13 0.63 0.22
0.61 -0.79 0.00
-0.70 0.31 -0.09
-0.11 0.30 0.15
-0.10 -0.24 -0.42
-0.07 0.33 0.12
-0.25 0.23 0.15
-0.04 -0.31 -0.01
0.06 -0.03 -0.02
-0.02 0.07 -0.01
-0.16 0.12 -0.03
0.01 0.04 0.08
0.09 0.03 0.03
-0.02 -0.02 0.00
-0.03 0.04 0.21
-0.06 0.07 -0.01
-0.01 0.06 0.05
0.10 0.04 0.12
-0.04 -0.01 -0.01
-0.04 0.03 -0.04
-0.09 0.11 -0.16
0.05 -0.04 -0.12
-0.13 -0.03 -0.09
0.09 -0.11 -0.01
-0.06 -0.09 0.04
-0.11 0.02 0.05
-0.34 0.03 0.09
0.18 -0.14 0.07
0.06 0.04 0.00
0.02 -0.05 0.08
0.24 -0.14 -0.05
0.10 -0.03 0.06
0.02 0.01 -0.05
0.01 0.10 0.00
0.01 -0.03 -0.01
0.01 0.06 0.08
-0.03 -0.05 0.00
0.11 -0.01 0.00
-0.01 -0.02 0.01
0.19 -0.17 -0.09
0.02 -0.06 -0.04
-0.11 0.01 0.21
0.04 -0.12 0.07
0.01 -0.01 -0.05
0.10 0.11 -0.13
0.05 0.03 0.04
0.04 0.05 -0.12
-0.05 0.04 0.04
0.01 -0.02 -0.10
0.02 -0.04 0.02
-0.05 -0.06 0.04
0.17 0.20 0.05
0.02 -0.02 0.04
0.01 -0.06 -0.16
-0.16 -0.24 -0.12
-0.02 -0.01 0.00
-0.08 -0.08 -0.01
-0.01 0.00 -0.02
0.00 0.01 0.00
0.08 -0.01 0.02
0.09 0.27 0.06
0.03 0.19 -0.03
-0.06 0.00 -0.13
0.04 -0.02 0.08
-0.03 -0.10 0.04
0.00 -0.02 -0.01
-0.01 -0.10 0.00
-0.02 0.02 0.01
0.07 -0.05 0.07
-0.02 0.00 -0.05
0.00 0.05 -0.02
0.01 0.11 -0.21
-0.08 0.04 0.01
0.10 -0.03 0.03
0.10 0.09 -0.05
0.00 -0.01 0.01
-0.03 -0.04 0.14
0.01 0.00 0.03
0.03 -0.03 0.02
-0.04 0.01 -0.02
-0.06 -0.01 -0.07
-0.04 -0.04 0.14
-0.10 -0.08 0.01
0.09 0.11 -0.06
0.13 -0.05 -0.10
0.00 0.02 -0.02
0.00 -0.01 -0.08
0.02 0.01 -0.02
0.04 0.04 -0.01
-0.14 -0.07 0.15
-0.06 -0.03 0.04
-0.25 -0.08 -0.07
-0.06 0.10 0.00
0.06 -0.07 0.00
0.31 0.03 0.05
0.02 0.02 0.00
0.09 0.04 0.03
0.01 0.00 -0.02
0.03 -0.02 0.01
-0.04 0.04 0.01
-0.23 -0.15 0.14

Results
* structure (SMILES): CCC[C@H](C)[C@]1(CC(C)C)OC(=O)O[C@]1(CC(=O)N(C)C)NCC.OCCO.OCCO.OCCO.OCCO.OCCO.OCCO
* total charge: 0
* E: -2498.3263 Eh
* E_LUMO: 0.2 eV
* HOMO energy: -9.263 eV

---

[2]
Formula: C30H70O27S5
Source: OMol25
Level of theory: wB97M-V/def2-TZVPD

Each line ends with the Löwdin charge.
CARTESIAN COORDINATES (ANGSTROEM)
O (2.1089, 0.6375, -0.2586)  -0.29
S (2.6888, 1.6288, 0.6657)  0.57
O (4.0400, 1.9776, 0.3921)  -0.28
O (1.8180, 2.9461, 0.7664)  -0.31
C (2.2821, 4.2793, 1.2894)  -0.19
C (1.6625, 5.3092, 0.4299)  -0.05
C (2.5803, 1.0782, 2.3506)  -0.10
H (3.3672, 4.2142, 1.2365)  0.11
H (2.0109, 4.2597, 2.3453)  0.12
H (0.6211, 5.3622, 0.6269)  0.06
H (2.0352, 5.1617, -0.5812)  0.10
H (2.0487, 6.2606, 0.7758)  0.09
H (1.5148, 0.9715, 2.6175)  0.08
H (3.0840, 1.8217, 2.9343)  0.06
H (3.1093, 0.1097, 2.2576)  0.09
O (0.3429, -1.8526, 3.2096)  -0.29
S (-0.0201, -1.8661, 4.6138)  0.61
O (-0.1433, -3.0954, 5.3598)  -0.29
O (1.0277, -0.9053, 5.3696)  -0.29
C (1.8468, -1.5619, 6.4150)  -0.23
C (0.9813, -1.6447, 7.6589)  -0.08
C (-1.5395, -0.8930, 4.9189)  -0.07
H (2.6189, -0.8011, 6.4275)  0.12
H (2.3253, -2.5518, 6.2275)  0.13
H (0.3000, -0.7684, 7.7087)  0.09
H (1.6489, -1.5211, 8.5142)  0.08
H (0.4342, -2.5565, 7.6941)  0.06
H (-1.3188, 0.1012, 4.6271)  0.04
H (-1.6885, -0.8443, 6.0184)  0.08
H (-2.3533, -1.3814, 4.3374)  0.06
C (-3.1734, -4.1485, 3.2501)  -0.09
O (-3.3808, -2.8233, 2.8787)  -0.22
C (-4.7308, -2.4690, 2.6923)  -0.18
C (-4.7351, -1.1063, 2.0274)  -0.21
O (-4.1533, -0.1897, 2.8781)  -0.12
C (-4.6237, 1.1410, 2.5958)  -0.17
C (-3.8428, 2.1117, 3.4016)  -0.13
O (-2.3787, 2.1154, 3.0299)  -0.23
C (-1.6829, 3.3063, 3.4427)  -0.10
H (-4.0595, -4.8132, 2.9888)  0.12
H (-3.0753, -4.1729, 4.3004)  0.07
H (-2.2408, -4.4681, 2.8138)  0.08
H (-5.1699, -2.4023, 3.6979)  0.13
H (-5.3990, -3.1635, 2.1683)  0.13
H (-5.7403, -0.8009, 1.8078)  0.12
H (-4.2070, -1.1504, 1.1047)  0.11
H (-5.6861, 1.3232, 2.8683)  0.15
H (-4.4824, 1.3335, 1.5605)  0.11
H (-3.8391, 1.9553, 4.4625)  0.12
H (-4.1422, 3.1171, 3.1094)  0.12
H (-0.9274, 3.5222, 2.7234)  0.05
H (-1.1915, 3.1323, 4.4032)  0.08
H (-2.3828, 4.2110, 3.4881)  0.11
C (0.8328, -5.2360, -0.1490)  -0.03
O (1.9926, -5.5887, 0.6478)  -0.20
C (2.0530, -5.0343, 1.9220)  -0.22
C (3.0388, -3.8489, 1.8513)  -0.18
O (2.8547, -3.0606, 0.6670)  -0.16
C (3.8921, -3.3073, -0.3950)  -0.10
C (3.7439, -2.1573, -1.3588)  -0.23
O (2.5767, -2.3265, -2.0574)  -0.17
C (2.2217, -1.3578, -2.9550)  -0.11
H (0.4533, -6.2304, -0.2978)  0.09
H (1.1863, -4.6686, -0.9849)  0.08
H (0.1070, -4.6887, 0.4548)  0.07
H (2.5243, -5.6962, 2.6557)  0.12
H (1.0348, -4.7774, 2.2539)  0.11
H (4.0195, -4.3113, 1.7532)  0.11
H (2.9203, -3.3204, 2.8254)  0.12
H (3.6941, -4.2822, -0.8133)  0.12
H (4.9066, -3.2620, 0.0360)  0.13
H (4.5386, -1.9667, -2.0245)  0.11
H (3.7883, -1.2309, -0.8159)  0.11
H (3.0638, -1.1476, -3.6079)  0.09
H (1.9022, -0.4187, -2.4857)  0.07
H (1.4814, -1.7400, -3.6560)  0.10
C (-0.9595, 3.8423, -6.2347)  -0.07
O (-0.0776, 3.0068, -5.4295)  -0.21
C (0.2818, 3.5156, -4.1980)  -0.24
C (1.2943, 2.6312, -3.4584)  -0.16
O (2.5236, 2.3025, -4.1538)  -0.13
C (3.3654, 3.4695, -4.1948)  -0.19
C (4.8083, 3.1149, -4.5190)  -0.20
O (5.6642, 4.2817, -4.5519)  -0.20
C (6.4936, 4.2944, -3.3429)  -0.08
H (-0.3498, 4.5460, -6.8537)  0.09
H (-1.6699, 4.3573, -5.4200)  0.12
H (-1.5191, 3.1343, -6.9256)  0.10
H (-0.5866, 3.6153, -3.4722)  0.12
H (0.6763, 4.5413, -4.3303)  0.13
H (0.9804, 1.6251, -3.2339)  0.11
H (1.6469, 3.1666, -2.5675)  0.11
H (3.3478, 4.0309, -3.2048)  0.13
H (3.0653, 4.2021, -4.9037)  0.11
H (4.8611, 2.6799, -5.4969)  0.12
H (5.3026, 2.3859, -3.8600)  0.12
H (5.7562, 4.0708, -2.5744)  0.07
H (6.8243, 5.3116, -3.1031)  0.09
H (7.2798, 3.5383, -3.3932)  0.09
C (-0.0382, -1.6222, 0.0574)  -0.10
C (-1.2782, -2.0639, 0.8553)  -0.21
O (-2.1390, -2.6550, -0.0871)  -0.18
S (-1.8955, -1.8568, -1.5162)  0.61
O (-3.0073, -1.0215, -1.8981)  -0.24
O (-1.4490, -2.8331, -2.4333)  -0.22
O (-0.6892, -0.9423, -1.0958)  -0.21
H (0.5331, -2.4462, -0.4219)  0.11
H (0.6839, -0.9688, 0.5335)  0.10
H (-1.8055, -1.1767, 1.2835)  0.14
H (-1.1067, -2.7721, 1.6622)  0.09
C (-3.6535, -3.6101, -4.3777)  -0.15
C (-2.5778, -2.6520, -5.0015)  -0.21
O (-2.9445, -2.4632, -6.3164)  -0.18
S (-4.3396, -3.2034, -6.6447)  0.62
O (-4.3087, -3.7639, -7.9455)  -0.21
O (-5.4060, -2.3258, -6.2508)  -0.23
O (-4.1529, -4.3135, -5.5246)  -0.19
H (-4.4856, -2.9843, -4.0389)  0.12
H (-3.1572, -4.2876, -3.7099)  0.12
H (-1.6184, -3.1095, -4.9775)  0.11
H (-2.6375, -1.6874, -4.4103)  0.13
C (-2.4361, 2.1024, -0.9986)  -0.08
C (-1.1517, 2.2201, -0.2729)  -0.17
O (-0.7185, 3.5824, -0.4121)  -0.23
S (-2.0086, 4.5421, -0.5288)  0.62
O (-1.7856, 5.2938, -1.7412)  -0.24
O (-2.3368, 5.1258, 0.7720)  -0.26
O (-3.1023, 3.4289, -0.7128)  -0.19
H (-3.0445, 1.3421, -0.5334)  0.12
H (-2.3742, 2.0006, -2.0351)  0.12
H (-0.4127, 1.6432, -0.7562)  0.10
H (-1.1812, 2.0355, 0.7912)  0.12

Forces on the atoms, in the same order (eV/Å):
-0.03 2.19 1.86
-0.60 -0.76 -0.76
0.86 0.45 0.04
-0.69 -0.34 -0.63
0.80 -2.27 0.20
1.25 0.60 0.59
-0.52 -1.16 -1.38
0.10 0.36 -0.15
-0.28 0.33 -0.08
-0.98 -0.15 -0.60
-0.71 0.05 -0.20
0.25 0.39 0.02
0.58 -0.14 -0.03
0.34 0.17 0.45
-0.32 0.39 0.76
-0.35 -0.20 1.16
-0.93 1.07 0.33
0.33 0.22 -0.81
0.06 -1.74 -0.73
-0.32 0.66 0.23
0.85 1.61 0.35
0.58 -1.47 0.30
0.34 -0.15 0.71
-0.71 0.76 -0.74
0.31 -0.58 -0.14
-0.15 -0.39 0.21
-0.39 -0.60 0.17
-0.03 0.95 -0.83
-0.01 -0.55 -0.71
0.48 0.54 0.47
-1.25 -0.83 -0.44
-0.32 0.24 -1.30
-0.31 0.88 0.91
-0.62 -1.15 0.53
-0.16 1.73 0.83
0.54 -0.83 1.33
3.01 1.21 -0.98
-1.21 0.07 -0.03
-1.85 0.17 0.47
1.23 0.62 -0.05
0.20 -0.36 1.50
0.17 -0.46 -0.29
-0.25 0.31 -0.04
0.72 -0.32 -0.44
-0.88 -0.04 -0.17
0.59 -0.16 -1.07
0.30 -0.56 -0.20
0.03 0.34 -1.12
-0.58 -0.15 0.61
-0.54 0.11 0.40
0.56 0.12 -0.73
-0.18 0.17 0.19
0.95 -1.18 0.03
1.05 -0.94 1.90
-0.17 -0.46 -0.20
0.41 1.12 -0.27
-0.52 -0.47 -0.28
1.08 -0.01 -0.05
-0.74 1.07 1.47
-0.18 0.06 0.86
-1.56 -1.62 0.51
0.24 1.08 -1.23
-0.78 -0.09 -1.19
-0.23 0.15 -0.75
0.02 0.22 -0.13
-0.36 -0.46 -0.14
0.33 0.21 0.20
0.26 0.08 0.47
0.38 0.41 -0.87
0.02 -0.24 -0.30
-0.37 -0.15 0.12
1.57 -0.72 -1.18
-0.60 0.64 0.88
0.48 0.44 -0.17
-0.05 -0.17 -0.04
-0.43 -0.10 0.42
-0.60 -0.44 1.86
-0.60 -0.53 -1.29
-0.08 0.61 1.15
1.42 -0.13 -0.84
0.36 1.86 -0.09
0.63 -0.37 1.77
1.04 0.06 -0.03
0.37 -0.21 0.78
-1.98 0.35 -0.54
-0.64 -0.22 0.68
1.19 -0.70 -2.33
0.56 1.02 1.00
0.53 -0.04 -0.77
0.08 -0.21 0.26
-0.98 -0.09 0.35
-0.71 -0.14 0.30
-0.03 -0.76 -0.69
-0.61 0.51 -0.95
-0.13 -0.25 -0.73
-0.72 0.00 0.15
0.47 -0.34 0.68
0.31 -0.29 -0.62
0.06 0.24 0.03
0.00 -1.09 -0.50
0.72 1.23 1.13
-0.37 0.82 -2.29
-0.84 0.13 0.41
0.77 -0.58 0.77
0.14 -0.76 -0.51
-0.34 0.08 0.81
-0.33 0.28 0.69
-0.39 0.28 -0.04
0.57 -0.48 -0.06
0.19 0.07 -0.29
0.47 1.34 -1.01
-1.06 0.77 2.69
-0.96 0.05 -2.21
-0.13 0.90 0.34
0.14 -0.05 0.39
0.49 -0.53 -0.30
-0.16 -0.50 -0.50
0.27 -0.47 0.76
-0.43 -0.31 0.43
0.88 -0.10 0.11
0.44 -1.03 -0.90
-1.39 1.41 1.97
0.86 0.62 0.43
-0.86 0.71 -0.27
0.15 0.56 0.91
-0.56 -0.23 1.62
0.96 -0.16 -2.29
0.34 -1.41 -0.58
-0.40 -0.14 -0.22
0.20 -0.24 -1.62
0.99 -0.86 -0.28
-0.42 -0.48 0.24

Results
* total charge: 0
* E: -5207.1092 Eh
* E_LUMO: 0.0 eV
* HOMO energy: -9.194 eV